DFT (wB97M-V/def2-TZVPD) results for 4 unconnected molecules or ions with the total composition C34H74BFNO15.

The geometry in ORCA input format:
```
! RIJCOSX wB97M-V def2-TZVPD def2/J DEFGRID3
* xyz -1 1
C 2.7678 -5.3211 0.6738
C 1.7007 -5.2439 -0.3991
O 1.6024 -6.0711 -1.2613
O 0.7837 -4.2560 -0.2826
C 1.2110 -2.8866 -0.1762
C 1.1505 -2.2322 -1.5626
C 0.4624 -0.8556 -1.5508
C -1.0307 -1.0072 -1.2201
C -1.3760 -0.6244 0.2309
C -2.4122 -1.4979 0.9338
O -1.8166 -2.2455 1.9462
B -2.8596 -2.5713 2.9912
O -3.4160 -3.9177 2.8307
C -4.2459 -4.2108 1.7555
C -4.6663 -5.6843 1.8500
N -3.6408 -6.5828 2.3636
C -2.3463 -6.5526 1.6822
C -2.4123 -6.7829 0.1707
C -2.1497 -5.5304 -0.6766
O -1.4212 -7.7949 -0.1031
O -3.8523 -1.4749 2.7819
C -3.6007 -0.7654 1.6202
C -4.8056 -0.6883 0.6935
C -4.7031 0.4175 -0.3393
F -5.9683 -0.4331 1.4352
H 2.5486 -6.2040 1.2734
H 3.7406 -5.4509 0.2026
H 2.7953 -4.4552 1.3288
H 0.5437 -2.4094 0.5373
H 2.2229 -2.8320 0.2312
H 2.1590 -2.1465 -1.9798
H 0.6010 -2.9070 -2.2205
H 0.9484 -0.1776 -0.8422
H 0.6005 -0.4282 -2.5489
H -1.3404 -2.0325 -1.4416
H -1.6196 -0.3652 -1.8813
H -0.4831 -0.6211 0.8592
H -1.7211 0.4160 0.2258
H -2.8627 -2.1664 0.1723
H -2.3799 -2.5236 4.1208
H -3.7329 -4.0469 0.7960
H -5.1446 -3.5768 1.7420
H -5.5227 -5.7689 2.5238
H -5.0117 -6.0275 0.8680
H -3.4726 -6.2809 3.3161
H -1.8040 -5.6210 1.8881
H -1.7479 -7.3742 2.0782
H -3.3915 -7.2024 -0.0876
H -1.3876 -5.7357 -1.4322
H -1.7839 -4.7042 -0.0655
H -3.0572 -5.1880 -1.1785
H -1.2896 -7.8264 -1.0553
H -3.2997 0.2684 1.8822
H -4.9663 -1.6587 0.2174
H -5.3963 0.2539 -1.1653
H -3.6930 0.4874 -0.7453
H -4.9569 1.3660 0.1357
C 0.5351 0.3345 -9.3181
O 1.6202 0.2761 -8.4241
C 2.7911 0.8711 -8.9457
C 3.7556 1.2212 -7.8350
O 3.4077 2.3959 -7.1215
C 2.3972 2.2622 -6.1332
C 2.8794 1.6390 -4.8441
O 2.9677 0.2326 -4.9509
C 3.8010 -0.3117 -3.9508
H 0.7533 -0.1951 -10.2537
H -0.3126 -0.1443 -8.8324
H 0.2724 1.3717 -9.5581
H 2.5392 1.7821 -9.5044
H 3.2867 0.1720 -9.6352
H 4.7202 1.4428 -8.2972
H 3.8795 0.3687 -7.1629
H 1.5355 1.7106 -6.5156
H 2.0834 3.2838 -5.9084
H 2.1722 1.8932 -4.0414
H 3.8598 2.0591 -4.5816
H 4.8384 0.0213 -4.0753
H 3.7673 -1.3950 -4.0501
H 3.4503 -0.0351 -2.9493
C -4.9207 1.3914 4.8540
O -3.7053 1.8462 5.4186
C -2.5927 1.3025 4.7228
C -1.3481 2.1223 4.9548
O -1.3030 3.3351 4.2073
C -2.0651 4.4138 4.7098
C -1.3989 5.1633 5.8434
O -1.5495 4.4782 7.0720
C -0.6335 4.9110 8.0440
H -4.9912 0.2994 4.8712
H -5.7322 1.8215 5.4402
H -5.0173 1.7156 3.8112
H -2.8167 1.2640 3.6513
H -2.4186 0.2726 5.0585
H -0.5000 1.5362 4.5966
H -1.2119 2.3159 6.0219
H -3.0669 4.0930 5.0065
H -2.1564 5.1135 3.8749
H -1.8533 6.1625 5.9241
H -0.3330 5.2894 5.6098
H 0.4014 4.7423 7.7213
H -0.8203 4.3358 8.9491
H -0.7561 5.9785 8.2706
C 4.2399 5.0453 3.3604
O 4.5022 4.7709 2.0047
C 5.2419 3.5784 1.8259
C 5.0787 3.0480 0.4193
O 3.8474 2.3834 0.2022
C 2.7125 3.2014 -0.0394
C 2.6315 3.7174 -1.4574
O 3.4962 4.8225 -1.6592
C 3.7439 5.0525 -3.0264
H 5.1669 5.1719 3.9336
H 3.6715 5.9724 3.4011
H 3.6513 4.2446 3.8224
H 4.9059 2.8128 2.5365
H 6.3087 3.7738 2.0098
H 5.8463 2.2854 0.2684
H 5.2367 3.8487 -0.3079
H 2.6566 4.0280 0.6721
H 1.8527 2.5482 0.1203
H 1.5950 4.0169 -1.6685
H 2.8995 2.9035 -2.1421
H 4.2278 4.1848 -3.4898
H 4.4088 5.9109 -3.1015
H 2.8172 5.2704 -3.5718
*
```

highest occupied orbital energy = -5.4 eV
maximum force = 0.669 eV Å⁻¹
gap between HOMO and LUMO = 7.39 eV
E = -72053.3504 eV